[1]
Computed, not measured: the molecule C5H8N2 in a non-equilibrium geometry, with the ωB97M-V functional and the def2-TZVPD basis.

Structure (XYZ):
```
15
Properties=species:S:1:pos:R:3:lowdin_charge:R:1
N -0.127 -0.654 -0.012 0.169
N -3.499 0.255 0.343 0.018
C -2.608 -0.515 -0.432 -0.247
C 1.259 -0.361 0.091 -0.393
C -1.326 -0.585 -0.267 -0.053
C 2.252 -1.234 -0.116 0.043
C 1.705 0.969 0.590 -0.054
H -3.029 -1.144 -1.146 0.072
H -3.398 -0.074 1.297 0.078
H 2.714 1.063 0.701 0.040
H 3.204 -0.911 0.228 0.046
H 1.199 1.041 1.530 0.074
H 2.157 -2.209 -0.535 0.051
H 1.192 1.722 -0.112 0.120
H -3.544 1.203 0.167 0.036
```

## Properties
Energy above the lowest of the compared OMol25 structures with the same formula, charge and spin: 3.503 eV
SMILES: C=C(C)N=C=CN
Calculated total energy: -304.70676 a.u.
HOMO-LUMO gap: 8.61 eV
Maximum force: 5.480 eV Å⁻¹

[2]
Computed, not measured: the molecule C5H4O in a non-equilibrium geometry, with the ωB97M-V functional and the def2-TZVPD basis.

Structure (XYZ):
```
10
Properties=species:S:1:pos:R:3:lowdin_charge:R:1
O 1.433 -0.410 -0.388 -0.127
C -0.573 0.679 0.279 -0.004
C 0.434 -1.353 0.085 -0.100
C -1.735 0.195 0.632 0.050
C -0.610 -0.786 0.637 -0.127
C 0.897 0.860 -0.564 -0.086
H 1.699 1.478 -0.027 0.141
H -2.817 0.375 0.742 0.101
H 0.580 1.282 -1.482 0.090
H 0.692 -2.320 0.087 0.061
```

## Properties
Energy above the lowest of the compared OMol25 structures with the same formula, charge and spin: 4.863 eV
SMILES: C1=C2C=C2CO1
Calculated total energy: -267.93361 a.u.
HOMO-LUMO gap: 8.66 eV
Maximum force: 4.739 eV Å⁻¹

[3]
Computed, not measured: a structure of composition C8H6N2OS2 in a non-equilibrium geometry, with the ωB97M-V functional and the def2-TZVPD basis.

Structure (XYZ):
```
19
Properties=species:S:1:pos:R:3:lowdin_charge:R:1
S -2.883 -0.307 -0.779 0.999
S 3.208 0.300 1.004 1.023
O 1.186 2.838 -0.147 0.025
N 1.591 -0.616 -0.958 -0.032
N -1.669 0.749 1.281 0.049
C -3.358 -0.852 0.758 -0.413
C -2.612 -0.146 1.758 -0.191
C 0.779 1.656 -0.326 -0.353
C 2.532 -1.572 -0.808 -0.232
C 3.416 -1.272 0.267 -0.396
C -0.656 1.313 -1.020 -0.116
C -1.633 0.663 0.022 -0.645
C 1.774 0.541 -0.149 -0.394
H -1.178 2.243 -1.749 0.182
H -0.359 0.199 -1.800 0.179
H -4.236 -1.363 1.118 0.058
H -2.476 -0.249 2.755 0.061
H 2.347 -2.353 -1.831 0.192
H 4.226 -1.774 0.605 0.002
```

## Properties
Energy above the lowest of the compared OMol25 structures with the same formula, charge and spin: 4.260 eV
Calculated total energy: -1289.40551 a.u.
HOMO-LUMO gap: 8.18 eV
Maximum force: 4.891 eV Å⁻¹

Look up the energy above the lowest of the compared OMol25 structures with the same formula, charge and spin of the first one. 3.503 eV